[1]
DFT (ωB97M-V with the def2-TZVPD basis set) results for a structure of composition C49H49GeHgN9Si at a distorted geometry.

```
110
C49H49GeHgN9Si | the Open Molecules 2025 dataset | ωB97M-V with the def2-TZVPD basis set
N -1.337 -2.079 0.707
C -1.464 -1.547 5.104
C -0.925 -3.543 -4.311
C -2.793 0.504 -2.814
H 3.556 2.781 -3.368
H 4.561 2.852 3.548
H 1.833 -5.418 -3.627
C -5.204 1.272 -3.563
H -1.192 4.886 3.680
H 0.109 6.087 1.913
C 1.054 3.994 -5.277
H -3.030 6.153 5.051
C -5.985 0.023 -1.167
H -1.020 3.238 -5.224
C 1.710 2.582 4.370
C 4.231 2.209 4.390
C 2.612 -0.273 -0.784
H 2.507 4.125 2.989
H -4.386 -1.331 3.316
H 5.494 0.243 -0.755
C -3.521 6.235 4.072
H 3.008 -4.273 -2.519
H -1.615 -2.942 -6.272
H -0.962 5.407 0.622
H -2.307 4.252 2.524
H 5.016 1.478 4.573
C 1.531 2.055 -3.342
H -3.531 -1.720 5.644
N -3.472 -1.009 0.329
C 1.543 3.743 3.434
C -2.475 -1.372 1.081
C 2.810 -4.557 -1.412
C 1.472 0.984 -2.374
H 1.752 2.922 5.431
H 3.214 -3.704 -0.824
C 4.078 -2.348 1.860
H 1.384 -2.637 2.427
C 3.277 -1.651 0.962
H 3.098 4.646 -4.895
H 4.287 2.842 5.255
N -1.959 1.225 -3.553
H 1.797 -5.515 -6.090
C 2.885 1.622 4.092
H 0.844 -6.811 -1.892
C -1.653 5.119 2.730
C -2.523 6.377 2.892
N 0.910 -2.600 1.500
C 0.150 -4.037 -3.475
C 1.055 -4.889 -4.206
H 2.698 0.694 4.693
N 0.151 0.536 -2.365
C -2.824 -1.551 4.841
C -6.935 0.542 -2.055
C 3.763 -0.782 -0.068
C -0.879 -3.514 -5.690
H -1.935 7.273 3.140
C -0.620 1.296 -3.249
N 2.605 0.584 -1.776
C -0.924 -1.267 2.835
C 0.042 -4.315 -6.383
C -0.573 5.282 1.652
C 0.496 -6.353 -0.960
C -2.351 -0.812 2.490
C -0.036 3.240 -4.792
H -2.351 0.266 2.450
H -3.087 6.568 1.960
H 6.195 -2.650 2.414
H -6.208 -0.465 -0.226
H 1.018 -6.820 -0.150
C -0.426 -1.932 1.726
N 1.460 -0.912 -0.267
H -4.905 1.756 -4.509
C 2.316 3.898 -4.711
H -0.574 -6.500 -0.878
N 0.122 -3.697 -2.163
Ge 0.352 3.353 1.708
C -4.649 0.073 -1.554
C 5.967 -1.223 0.825
C 5.118 -0.557 -0.079
N -2.411 -0.317 -1.753
H 3.345 -5.494 -1.155
C -4.244 0.657 -2.747
Si 0.952 -4.583 -0.970
H 2.800 1.248 3.065
H 0.751 2.020 4.375
C -3.463 -0.520 -0.926
Hg -0.334 -1.550 -1.783
H -1.808 -3.163 -3.752
H 3.723 -3.104 2.534
H -8.008 0.532 -1.799
H 0.553 -1.308 4.503
C 0.683 -4.017 0.918
H 1.334 -4.736 1.432
H 1.085 4.586 3.952
H -0.360 -4.275 1.209
C -3.293 -1.328 3.546
C 0.208 2.260 -3.858
C -0.491 -1.317 4.150
H 0.106 -4.338 -7.491
H -1.100 -1.756 6.121
C 5.445 -2.131 1.785
H 0.816 4.738 -6.046
H -4.110 7.137 4.142
C -6.531 1.132 -3.240
H 7.008 -1.044 0.759
C 2.546 2.870 -3.791
C 1.009 -4.973 -5.559
H -4.234 5.387 3.983
H -7.313 1.499 -3.921
C 1.885 -1.721 0.707
```

Results
⟨S²⟩   0.92
E_HOMO (spin up / spin down)   -3.0680 / -3.8314 eV
Lowest unoccupied orbital energy (spin up / spin down)   1.535 / 1.351 eV
Frontier orbital gap (spin up / spin down)   4.6 / 5.2 eV
Energy relative to the best compared isomer or geometry (same formula, charge and spin)   4.228 eV
Net charge   -1
2S+1   2

[2]
DFT (ωB97M-V with the def2-TZVPD basis set) results for an isolated molecule of C5H8N2.

```
15
C5H8N2 | the Open Molecules 2025 dataset | ωB97M-V with the def2-TZVPD basis set
C -0.955 -0.056 -0.019
H -0.671 2.101 -0.446
N 1.047 0.875 -0.174
H -2.932 -1.058 -0.064
H -0.250 -2.120 0.238
H 1.746 1.594 -0.115
C -2.469 -0.070 -0.015
C -0.293 1.121 -0.209
N 2.690 -0.696 0.354
C 0.048 -1.075 0.165
H 3.237 -1.289 -0.259
H 3.198 0.182 0.457
H -2.841 0.505 -0.872
C 1.309 -0.445 0.076
H -2.863 0.429 0.881
```

Results
E_HOMO   -7.4322 eV
Lowest unoccupied orbital energy   0.916 eV
Frontier orbital gap   8.3 eV
Energy relative to the best compared isomer or geometry (same formula, charge and spin)   0.652 eV
Net charge   0

[3]
DFT (ωB97M-V with the def2-TZVPD basis set) results for an isolated molecule of C15H21N3OS.

```
41
C15H21N3OS | the Open Molecules 2025 dataset | ωB97M-V with the def2-TZVPD basis set
H 6.495 -1.616 -0.946
C -1.526 2.620 0.548
N -4.688 0.512 -0.859
C -5.700 -2.743 -0.690
C -0.401 1.653 0.401
H -6.917 -1.435 0.526
H 6.263 0.011 -1.589
C 4.789 1.004 0.539
C -6.258 -1.362 -0.342
C 1.659 0.995 -0.676
O 2.658 -1.140 0.025
H 4.088 -1.992 -1.075
H 4.745 1.658 -0.329
H 5.071 -1.067 1.011
C -0.357 0.485 1.155
H -1.147 0.283 1.862
C 6.310 -0.579 -0.676
C 1.708 -0.167 0.088
H -5.131 -3.154 0.141
H 3.683 -0.353 -1.612
H 2.426 1.225 -1.398
C -3.692 1.095 -0.148
C 0.614 1.885 -0.517
N -4.474 -0.378 1.111
H 7.148 -0.223 -0.082
H 0.587 2.780 -1.122
H -6.827 -0.970 -1.185
H 3.863 1.107 1.100
H -1.190 3.650 0.440
H 5.610 1.334 1.172
H -4.573 -0.943 1.939
H 0.721 -1.317 1.584
C -5.162 -0.406 -0.051
N -3.530 0.585 1.058
H -2.061 2.486 1.486
H -6.514 -3.425 -0.923
C 3.841 -0.981 -0.730
H -5.045 -2.674 -1.555
S -2.775 2.409 -0.793
C 0.680 -0.410 1.002
C 5.010 -0.445 0.112
```

Results
E_HOMO   -7.9324 eV
Lowest unoccupied orbital energy   0.799 eV
Frontier orbital gap   8.7 eV
Energy relative to the best compared isomer or geometry (same formula, charge and spin)   0.589 eV
Net charge   0

[4]
DFT (ωB97M-V with the def2-TZVPD basis set) results for an isolated molecule of C4H3N3 at a distorted geometry.

```
10
C4H3N3 | the Open Molecules 2025 dataset | ωB97M-V with the def2-TZVPD basis set
N 1.051 1.154 -0.078
C -0.308 0.779 0.080
H -1.133 1.181 -0.593
H 0.880 -2.220 0.142
N -0.441 -0.685 0.010
N 4.278 -0.121 0.068
C 1.749 0.096 -0.032
H -0.697 0.903 1.059
C 0.692 -1.208 0.074
C 3.136 0.065 0.005
```

Results
E_HOMO   -10.9940 eV
Lowest unoccupied orbital energy   -0.444 eV
Frontier orbital gap   10.6 eV
Energy relative to the best compared isomer or geometry (same formula, charge and spin)   1.683 eV
Net charge   0

[5]
DFT (ωB97M-V with the def2-TZVPD basis set) results for a structure of composition C27H30AsN7O2S2Tc at a distorted geometry.

```
70
C27H30AsN7O2S2Tc | the Open Molecules 2025 dataset | ωB97M-V with the def2-TZVPD basis set
H -0.933 2.761 -4.417
H 5.754 -0.832 0.213
N -1.082 2.937 1.315
H 0.214 3.995 0.200
H -1.410 1.375 -5.424
C 0.836 -0.899 4.521
H 4.640 1.073 1.998
H 5.038 -2.474 -1.509
H 1.182 0.132 -5.211
C -1.388 1.769 -4.407
N -0.112 3.970 1.163
H -2.410 1.849 -4.033
H -6.174 1.198 -2.683
C 0.844 3.164 4.167
H -5.424 -2.992 -3.083
C -4.525 0.439 -1.566
H -1.949 3.120 0.791
S 2.338 3.846 4.708
Tc -0.468 0.756 0.901
C 2.233 2.150 2.819
C -1.183 -1.172 -3.455
N -1.722 -1.514 -0.304
H -0.352 -3.239 0.810
C -0.168 -2.238 1.189
H -4.273 1.384 -1.109
C 0.299 -0.915 3.213
H 0.612 -0.044 5.139
N -0.749 -1.250 0.566
C 0.556 -2.078 2.398
C -5.902 -0.903 -2.999
H 1.969 1.276 -4.102
C -2.591 -0.525 -0.392
C 2.537 1.185 1.797
H -6.726 -0.987 -3.692
C 1.637 -1.919 4.968
H -1.055 -1.446 -4.503
C 1.894 -3.038 4.167
C -4.099 -1.930 -1.788
C 2.964 -1.961 -1.377
C 2.373 -0.300 0.222
C 3.137 2.913 3.530
H 2.677 -2.676 -2.133
H 0.963 -1.266 -1.118
H -2.244 -1.119 -3.214
O -2.385 0.564 0.245
C 4.308 -1.852 -1.017
H 4.201 2.972 3.426
C -5.163 -2.031 -2.664
As -0.347 0.579 -3.283
C 4.718 -0.954 -0.054
H 2.517 -3.833 4.540
H 1.935 -0.456 -3.709
N 3.796 0.759 1.545
C 3.736 -0.194 0.562
H -0.498 4.886 1.397
N 1.648 0.565 1.023
O -0.417 0.069 2.798
C -3.761 -0.686 -1.250
H -0.081 3.414 4.646
C 1.340 -3.124 2.914
H 2.090 -1.863 5.944
C -5.589 0.326 -2.439
C 1.989 -1.182 -0.788
H 1.494 -3.999 2.300
H -1.318 2.877 2.309
H -3.528 -2.799 -1.502
N 0.941 2.332 3.196
C 1.375 0.363 -4.163
H -0.709 -1.925 -2.827
S -0.048 1.616 -1.423
```

Results
⟨S²⟩   3.78
E_HOMO (spin up / spin down)   -13.0605 / -13.3445 eV
Lowest unoccupied orbital energy (spin up / spin down)   -5.640 / -7.202 eV
Frontier orbital gap (spin up / spin down)   7.4 / 6.1 eV
Energy relative to the best compared isomer or geometry (same formula, charge and spin)   0.630 eV
Net charge   +2
2S+1   4

[6]
DFT (ωB97M-V with the def2-TZVPD basis set) results for an isolated molecule of C6H8N2S at a distorted geometry.

```
17
C6H8N2S | the Open Molecules 2025 dataset | ωB97M-V with the def2-TZVPD basis set
H 3.190 1.002 1.290
H -3.186 1.003 -0.375
H 1.216 -2.487 -1.404
H 0.597 -2.192 1.262
S 2.740 0.264 0.157
H -1.309 2.320 -0.916
H -2.125 -1.373 1.071
N -0.276 -0.302 0.839
C -1.123 1.486 -0.304
N 1.342 1.353 0.086
H 1.446 2.083 -0.603
C -1.641 -0.497 0.580
C 0.045 0.895 0.182
C 0.613 -1.718 -0.823
H 0.318 -0.927 -1.453
C 0.312 -1.494 0.443
C -2.159 0.584 -0.030
```

Results
E_HOMO   -7.2823 eV
Lowest unoccupied orbital energy   0.703 eV
Frontier orbital gap   8.0 eV
Energy relative to the best compared isomer or geometry (same formula, charge and spin)   3.253 eV
Net charge   0

[7]
DFT (ωB97M-V with the def2-TZVPD basis set) results for an isolated molecule of C5H11NO.

```
18
C5H11NO | the Open Molecules 2025 dataset | ωB97M-V with the def2-TZVPD basis set
C -0.807 0.178 0.292
O 0.339 0.839 0.863
C -0.906 -1.327 0.362
H -2.965 0.449 0.222
C -2.072 0.926 0.637
H 2.038 -1.089 0.501
H 0.073 -1.806 0.424
H 0.040 1.696 -1.075
C 2.373 -0.415 -0.290
H -1.388 -1.677 -0.559
N 1.260 -0.054 -1.173
H 3.128 -0.941 -0.878
H -2.027 1.969 0.305
C 0.251 0.760 -0.545
H -1.515 -1.648 1.212
H -2.166 0.925 1.730
H 2.830 0.453 0.204
H 1.635 0.442 -1.973
```

Results
E_HOMO   -8.7356 eV
Lowest unoccupied orbital energy   0.987 eV
Frontier orbital gap   9.7 eV
Energy relative to the best compared isomer or geometry (same formula, charge and spin)   1.906 eV
Net charge   0

[8]
DFT (ωB97M-V with the def2-TZVPD basis set) results for a structure of composition C19H9AsBrF5MnO8S2.

```
46
C19H9AsBrF5MnO8S2 | the Open Molecules 2025 dataset | ωB97M-V with the def2-TZVPD basis set
C 1.194 -0.835 -1.492
C 1.418 -2.267 1.988
F -1.844 2.801 0.620
C -2.842 3.716 -2.705
F -4.644 5.032 -3.442
Br 3.428 -3.093 -2.243
S -0.681 2.170 -2.010
C 2.705 -2.671 1.663
C -3.958 4.488 -2.443
C -0.619 -2.528 -1.338
F -2.466 3.529 -3.969
F -4.043 4.319 1.162
H 0.619 -2.983 2.118
O -0.489 0.044 3.929
C 3.433 -0.383 1.623
C 1.096 -4.601 -1.950
C -2.552 3.372 -0.397
As 2.012 1.948 2.012
H 1.778 -5.407 -2.180
C 1.133 -0.918 2.142
O -1.327 -1.687 2.382
H 4.708 -2.048 1.210
C -0.244 -4.859 -1.705
C 1.582 -3.303 -1.902
C 0.724 -2.246 -1.585
O 0.985 2.478 3.297
O -0.958 0.565 1.601
C 3.708 -1.734 1.478
H 4.204 0.362 1.476
O 0.984 2.347 0.620
H 2.916 -3.727 1.544
O 0.371 -0.099 -0.688
H -2.154 -4.012 -1.205
S -0.536 -0.518 2.620
O 2.158 -0.367 -2.012
H -0.608 -5.878 -1.745
H -1.287 -1.717 -1.091
C -3.660 4.132 -0.095
H 1.472 3.085 3.871
C -1.109 -3.820 -1.404
Mn -0.273 1.311 0.043
C 2.150 0.033 1.960
O 3.442 2.699 1.945
C -2.110 3.142 -1.676
F -5.447 5.432 -0.889
C -4.370 4.696 -1.139
```

Results
⟨S²⟩   3.87
E_HOMO (spin up / spin down)   -9.5329 / -9.6500 eV
Lowest unoccupied orbital energy (spin up / spin down)   -3.210 / -1.978 eV
Frontier orbital gap (spin up / spin down)   6.3 / 7.7 eV
Net charge   0
2S+1   4